[1]
Below is 14 unconnected molecules or ions with the total composition C56H143BN13O21, with properties calculated with ωB97M-V with the def2-TZVPD basis set.

XYZ file:
```
234
Properties=species:S:1:pos:R:3:lowdin_charge:R:1
H -4.2663 4.1117 -2.2038 0.076
C -5.5380 1.3934 4.6487 -0.206
H -7.8158 -2.3803 -6.5698 0.088
C 3.5351 6.4207 -1.6015 -0.237
H -1.1816 3.5462 -1.9144 0.133
H 6.1100 1.6418 1.4006 0.067
N -6.3201 -2.5383 0.4295 0.065
C -2.1018 -0.5049 1.1867 -0.357
N 2.6853 3.0639 5.4693 0.065
C 2.1904 -1.9850 -4.1463 -0.058
H 4.0209 7.6475 -3.8623 0.086
C -3.6766 -4.7605 -4.5471 -0.424
H -3.3328 -0.9959 5.7450 0.075
B -0.5590 0.4816 -0.1482 -0.919
O -2.6298 -1.0086 2.1347 0.133
H -4.3478 -1.2660 3.4302 0.006
N 3.8823 -0.4378 -4.8818 0.031
H -6.9190 -2.0079 -4.0999 0.127
O 2.4596 -0.2115 -1.5994 0.124
H -1.7895 6.5844 3.2415 0.074
H 1.9117 3.4536 4.9586 0.033
H -5.1763 -1.8040 -4.2844 0.097
H -5.6205 -0.4555 5.6385 0.127
H 2.9598 -2.3931 4.3189 0.096
H -3.8289 -3.3520 1.3765 0.113
O 0.1151 1.7817 -0.0263 0.227
O -2.7961 -2.8345 -3.4193 -0.181
C 5.0249 2.5839 4.8384 -0.204
N 1.5397 -5.0172 -0.0081 0.044
H 2.5718 -1.8717 0.2494 0.063
C 6.6503 2.1763 -1.7466 -0.210
H -1.5367 1.4394 -5.6945 0.084
H -2.7577 -7.4625 -0.1077 0.089
H 0.7895 3.8860 2.5084 0.110
H -0.7102 -2.5691 -3.5251 0.078
C 3.2305 8.0953 -3.2423 -0.124
C 3.1420 -1.6530 -5.2801 -0.403
H -4.9337 -3.9711 -3.2728 0.022
O -1.8900 0.5955 -0.8130 0.218
H -3.8633 -4.7452 3.8620 0.086
H -5.1339 -0.0152 2.8491 0.063
H -2.0868 -8.2267 1.3886 0.086
C 1.4876 0.2472 -1.0682 -0.367
H 2.1606 -5.7707 0.2833 0.067
N -6.2738 -0.3547 -2.2128 0.057
C -1.1267 6.2993 4.0597 -0.053
H 2.0582 4.3603 -0.2634 0.028
H -3.3550 -3.1201 3.5644 0.069
O -1.6802 -6.2140 1.1808 -0.208
H 0.5249 -3.5344 -8.1442 0.085
H 1.6125 -0.5679 6.3136 0.123
H 7.5751 2.1476 5.0808 0.087
C -2.5071 -7.3113 0.9503 -0.135
H -4.6503 -3.5696 4.8227 0.090
H 3.7835 -4.4900 1.6420 0.113
O -4.7034 2.0312 3.6866 -0.210
H -3.3473 -2.8409 -5.3996 0.130
H -5.6427 -1.8079 0.2221 0.045
C -1.6381 -2.0583 -3.2491 -0.090
H -4.2876 -6.4420 -5.6315 0.074
C 0.6939 -2.7649 -7.3899 -0.126
H 0.2989 -3.1091 -6.4269 0.069
H 6.5149 3.2533 -1.5963 0.123
C -0.9864 2.2064 3.6830 -0.092
H -2.1545 1.7003 -3.2392 0.107
H 1.5031 -2.7860 -4.4353 0.068
H 0.1756 1.9793 -5.9296 0.085
H 3.6046 1.6149 2.5618 0.061
H -5.3601 -0.1807 -1.7955 0.029
C 5.9480 1.7104 -3.0034 -0.468
H 4.3176 4.6602 0.3220 0.051
N -5.0709 -4.4879 -4.1424 0.064
N 4.4987 1.8632 -2.9582 0.060
H 2.9958 3.1587 2.9201 0.074
C -0.1032 4.2617 3.0308 -0.227
C -6.7321 -2.2354 -6.6287 -0.119
H 7.3477 2.6269 0.6682 0.087
C -2.8113 0.0230 -0.0840 -0.365
H -0.6277 -1.3321 5.1869 0.089
H 2.1791 -4.2259 0.1521 0.019
C 3.5890 2.1428 4.7274 -0.399
H -6.5838 1.5180 4.3582 0.126
H -2.0302 2.3573 3.3746 0.089
H -3.4602 -7.1182 1.4457 0.074
H -0.0733 -2.7860 0.5849 0.069
H 6.2002 0.6300 -3.0541 0.127
H -0.7871 -3.7707 -0.6309 0.084
C -2.0645 2.7142 -3.6354 -0.207
H -1.4606 -1.7683 -2.2110 0.073
O -0.8312 2.8356 -4.3626 -0.208
H -2.6958 -6.0488 -6.0870 0.071
H 3.5780 1.1441 5.1780 0.100
C -4.2416 -3.7076 3.8252 -0.128
C -0.5924 1.7120 -5.2128 -0.091
H -4.2820 -5.0131 1.6181 0.107
C 7.1647 2.0146 4.0747 -0.135
H 4.2801 -0.7180 -3.9859 0.068
N 3.3717 -2.4619 0.0543 0.053
H 7.7204 1.9772 -1.8812 0.129
H -4.1248 0.4374 -4.1973 0.076
H 3.8334 -2.4828 -5.4554 0.138
H 0.0165 -7.1720 0.7225 0.123
H 1.5480 -1.1502 -3.8690 0.070
H -4.1534 -3.8483 -1.1220 0.076
H -1.6083 5.5739 4.7169 0.072
H -6.9146 -2.5468 -0.3953 0.051
C 0.1677 5.6892 3.4567 -0.426
C -5.0281 3.3896 3.5127 -0.115
H -3.2882 -5.4514 -3.7920 0.139
C 4.2879 -2.4738 1.2110 -0.389
H -1.8578 -3.8324 -5.0111 0.118
C -3.5853 -0.0512 5.2554 -0.072
O -3.9746 -0.1007 -0.3556 0.133
H 0.0626 -1.9219 -7.6951 0.086
H 4.2361 1.4108 -2.0799 0.048
C 6.3079 2.2815 0.5433 -0.101
H 2.4726 8.5617 -3.8649 0.083
H 5.2805 -2.6820 0.8016 0.137
H 2.7725 -3.2844 2.4610 0.116
H 2.3806 2.5818 6.3016 0.064
H -0.9320 1.5140 4.5206 0.085
H -0.8582 7.1818 4.6433 0.070
H -3.3211 0.7533 5.9538 0.081
O 5.8158 1.6408 4.1294 -0.201
H -6.4922 -1.9283 -7.6482 0.088
O -0.8325 -0.1539 1.1389 0.220
N 1.7596 -2.6767 6.8733 0.044
H -0.8873 -2.2017 3.5856 0.078
C 0.3287 -4.9572 0.7909 -0.432
C -0.2110 -1.6397 4.2232 -0.083
H -5.3899 -3.7545 -4.7655 0.014
H -0.0691 6.8090 1.7486 0.089
H -5.0021 1.6693 -3.1302 0.067
H 3.9265 -0.1310 6.5649 0.051
H 0.9844 7.3739 2.7897 0.086
C -5.0507 0.9559 -3.9524 -0.044
N -5.2316 -0.7787 3.5146 0.086
H -1.4889 -3.7353 0.9804 0.066
H 2.2649 -0.7384 4.1301 0.109
H 4.6822 -0.2320 1.3396 0.066
H -0.2930 0.8952 -4.5498 0.072
O 6.1573 1.4730 -0.6104 -0.177
C -0.4602 -6.2194 0.4502 -0.206
H 4.0446 1.2836 -3.6638 0.028
C 2.2258 -1.4592 6.1495 -0.399
C -6.1440 -1.3077 -4.4363 -0.203
H 0.8557 5.5711 4.3019 0.138
H 3.3179 -0.8063 2.2028 0.068
C -0.5453 -3.7627 0.4395 -0.035
O 4.5365 -3.6367 3.3937 -0.203
H 3.7969 -2.0484 -0.7636 0.065
N -1.8820 5.1403 -3.1690 0.051
H 6.4169 -4.0139 2.5764 0.086
H -6.8670 0.3146 -1.7349 0.080
C -5.7013 -3.8602 0.4652 -0.425
C 5.6932 -4.4283 3.2941 -0.108
H -5.3513 1.5792 -4.8007 0.081
C 3.8619 5.5673 0.7301 -0.073
C 1.3943 1.6163 -0.3523 -0.346
C 3.0166 2.1391 3.3218 -0.049
H 4.3781 -1.6841 5.9757 0.079
N 0.6767 6.5015 2.3676 0.050
H -3.2255 4.1986 -0.7748 0.075
H -0.5149 1.7530 2.8040 0.075
C 6.4869 2.3161 -4.2873 -0.075
C 3.8007 -3.5470 2.1971 -0.207
C -5.0393 -0.0486 4.8012 -0.396
O 0.3045 -0.3176 -1.0129 0.232
H -5.8549 -4.0468 -1.6499 0.058
H -5.3855 1.8312 5.6467 0.118
H -0.6456 -6.2307 -0.6315 0.125
O -0.3821 3.4004 4.1159 -0.186
H 5.1718 3.5930 4.4261 0.129
H 2.5749 -3.2720 6.9750 0.060
H 1.9952 1.7630 3.2765 0.073
H 1.2335 5.4804 0.4905 0.017
H 5.5374 -5.4597 2.9622 0.088
H 7.4750 1.9190 -4.5460 0.072
C 4.3210 -1.1094 1.8784 -0.045
H -6.2215 -3.1857 -6.4545 0.066
H -0.0376 -0.6956 3.6896 0.073
C -3.6530 -5.5800 -5.8450 -0.072
H 0.4592 -4.9413 1.8812 0.137
O 2.6606 7.0745 -2.4696 -0.171
C 2.3827 -1.3258 -6.5692 -0.184
C -3.3218 3.7724 -1.7815 -0.072
C 2.8890 6.2036 -0.2505 -0.420
H -4.9203 -5.3787 -0.8850 0.078
H 3.3731 5.3128 1.6704 0.061
H -3.5057 2.7433 -1.4302 0.059
C -4.6997 -3.9995 1.5784 -0.219
H -4.2345 3.8341 2.9063 0.078
H 3.7189 8.8572 -2.6179 0.081
H 4.0273 5.5041 -1.9514 0.130
H -2.8393 2.9540 -4.3759 0.126
H 2.9465 -0.6426 -7.2116 0.120
H -2.8100 5.5387 -3.2729 0.053
C 3.6640 -1.1894 6.6404 -0.054
H 5.3950 2.6306 5.8709 0.123
N 1.7042 5.3082 -0.4004 0.066
H 6.6390 3.3969 -4.1750 0.075
C -2.0178 3.7968 -2.5700 -0.403
H 3.7792 -1.5214 7.6686 0.073
H -3.9686 -4.9836 -6.7025 0.071
H 5.7496 3.2165 0.4648 0.070
H -4.9639 3.8909 4.4858 0.088
O -6.2905 -1.1611 -5.8470 -0.190
O 2.0787 -2.5314 -7.2844 -0.179
H 7.7509 1.2068 3.6276 0.087
H -2.8356 0.0823 4.4732 0.045
C -6.1737 -0.0210 -3.6340 -0.423
H 1.1599 -3.1325 6.1862 0.057
C 2.1602 -1.7145 4.6207 -0.201
O 0.9846 -2.4001 4.2421 -0.202
H 2.7144 -2.3417 -3.2595 0.075
H 4.6760 -0.2131 -5.4738 0.076
H -5.9712 3.6208 3.0106 0.087
C -2.8399 -3.4866 -4.6707 -0.204
H 4.7291 6.1931 0.9851 0.076
H -7.1424 0.4149 -3.9176 0.138
H 7.3438 2.8559 3.3970 0.083
H -0.9007 4.2307 2.2719 0.136
H 4.3822 7.0986 -1.3734 0.117
H -1.6994 -1.1042 -3.7877 0.084
H -1.6070 5.0000 -4.1412 0.061
H 2.5514 7.1616 0.1512 0.129
H 6.1624 -4.3571 4.2742 0.089
H 4.9599 -1.2273 2.7631 0.086
H -6.4852 -4.5979 0.6852 0.136
O 2.2969 2.3211 -0.0152 0.146
H 1.4450 -0.8018 -6.3648 0.111
O -5.2235 -3.6045 2.8251 -0.178
H 5.8632 2.2162 -5.1743 0.068
C -5.1228 -4.3025 -0.8906 -0.059
```

Summary:
- HOMO level: -6.487 eV
- Energy: -4536.22990 Ha
- LUMO: 2.12 eV
- Total charge: -1
- Kohn-Sham gap: 8.60 eV

[2]
Below is a molecular structure, C4H12N2O2, with properties calculated with ωB97M-V with the def2-TZVPD basis set.

XYZ file:
```
20
Properties=species:S:1:pos:R:3:lowdin_charge:R:1
N -1.2217 -1.0036 -1.5774 0.082
H 1.2115 -1.2941 -0.9836 0.078
H 2.0912 0.2459 -0.9354 0.082
C 1.4143 0.9813 1.5853 -0.062
H -1.1750 0.0437 1.2926 0.070
H -1.6599 -1.7600 -1.0585 0.087
H 2.7776 -1.1383 -0.0993 0.094
H 1.1062 -1.1429 1.5806 0.119
N -2.5560 0.6826 -0.4593 0.096
C 1.8327 -0.6421 -0.3595 -0.076
H 1.4321 1.8318 0.9074 0.087
H 2.3825 0.8602 2.0943 0.099
H -2.7394 1.5819 -0.8846 0.088
H -3.2986 0.0080 -0.5908 0.077
O -0.4009 1.1083 -1.1261 -0.065
H -1.0037 -0.8358 -2.5549 0.101
C -1.2549 0.2184 -0.8348 -0.727
O -0.7349 -0.6176 0.7330 -0.114
C 1.1062 -0.3021 0.8915 -0.199
H 0.6906 1.1744 2.3794 0.084
```

Summary:
- HOMO level: -8.766 eV
- Energy: -419.52062 Ha
- LUMO: 0.83 eV
- Kohn-Sham gap: 9.60 eV

[3]
Below is a molecular structure, C20H32F12O17S4V, with properties calculated with ωB97M-V with the def2-TZVPD basis set.

XYZ file:
```
86
Properties=species:S:1:pos:R:3:lowdin_spin:R:1
O 1.9641 -4.5301 -0.7803 0.000
F -4.3942 -2.8677 0.3212 0.000
H -1.4871 0.6242 -4.3071 0.000
H -2.8649 -1.9146 -1.8845 0.000
H 3.8593 -0.1761 0.6602 0.000
F -5.4675 1.8231 -0.2897 0.000
C -2.4901 0.4128 3.8130 0.000
F -3.7442 -4.3329 -1.1265 0.000
H 1.1829 5.5600 -1.8512 0.000
C 4.8650 2.5950 2.1636 0.000
H -0.6879 4.8601 -3.8757 0.000
F 2.5581 -2.4682 4.8558 0.000
O 0.6078 0.3147 -0.1633 -0.206
H 2.7913 3.2628 2.4331 0.000
H -3.2309 1.1127 3.4168 0.000
S 1.7102 -2.6933 2.3839 0.002
O -1.1503 -0.0462 1.9593 0.012
C -2.1212 -1.9734 -2.6707 0.002
H -2.9721 -1.9085 -4.6554 0.000
F 3.3919 -1.7742 -2.9080 0.000
O -3.1364 1.7793 -2.0098 0.002
C 0.1760 4.3942 -3.3946 0.000
S -2.8902 1.3865 -0.6396 0.003
H 1.3986 3.5683 -0.4827 0.000
C -2.1196 -0.6681 2.8129 0.001
F 3.9427 -2.1797 -0.8445 0.000
H 3.4356 3.4551 0.7878 0.000
F -4.5764 0.5559 1.2189 0.000
H 0.2344 2.2639 -4.0528 0.000
O -1.3963 -5.0870 0.3425 0.000
H 5.5812 1.4496 0.5082 0.000
O -2.5551 2.4450 0.2760 0.000
C 3.4185 -2.7304 -1.9485 0.000
H 0.2818 0.0855 -2.9258 0.000
H -1.2301 2.1416 4.3752 0.000
O 1.1340 -2.2380 -1.0092 0.008
H 6.0300 0.7104 2.0489 0.000
C -2.5686 -1.2087 -3.9212 0.001
C 3.4212 2.7970 1.6688 0.000
F -4.9582 -0.2243 -0.7618 0.000
O -1.5578 -2.6509 0.2260 0.001
C -1.3115 -0.4553 -4.3767 0.000
H -2.9489 -1.0544 2.2303 0.000
H 0.5348 -1.4688 -3.7095 0.000
S 1.7385 -3.4102 -1.6328 0.001
V -0.2732 -0.9773 -0.0095 1.126
C 1.6772 -1.8836 4.0321 0.000
H 0.4703 1.0867 2.5176 0.000
O 1.2492 -3.6946 -2.9643 0.002
O -2.0618 0.1926 -0.5063 0.020
F 4.2547 -3.6972 -2.3660 0.000
C -0.6183 1.1363 2.5526 0.000
C -0.0473 2.8892 -3.2066 0.000
H -1.1069 2.7011 -2.9788 0.000
S -2.0270 -3.9129 0.8409 0.000
O -0.9474 -1.3314 -2.2269 0.017
O 3.1008 -2.5681 2.0413 0.001
C 0.5301 3.5613 -1.1375 0.000
H 5.5524 3.4121 1.9291 0.000
C 5.2429 1.2609 1.5341 0.000
O -2.2733 -3.8279 2.2531 0.000
F 2.0103 -0.5835 3.9594 0.000
H -2.8943 0.0063 4.7435 0.000
C 0.3407 4.8693 -1.9325 0.000
H -1.6393 -1.5007 3.3230 0.000
H -0.4789 0.5745 4.6518 0.000
O 1.2138 -4.0058 2.6527 0.000
H -1.8931 -3.0151 -2.9132 0.000
H -0.9914 1.9940 1.9911 0.000
O 2.9193 1.5358 1.3226 -0.001
C 3.9092 0.5172 1.4931 0.000
F -4.4257 -4.9691 0.8127 0.000
H -0.3623 3.3015 -0.5604 0.000
H -3.3489 -0.4937 -3.6653 0.000
H -0.5452 5.4107 -1.5957 0.000
H 1.0553 4.5881 -4.0096 0.000
C -1.1468 1.1204 3.9909 0.000
O 0.7590 2.5487 -2.1086 -0.001
H 3.7033 0.0035 2.4317 0.000
H 4.9057 2.5456 3.2610 0.000
C -3.7308 -4.0115 0.1622 0.000
H -0.9716 -0.5924 -5.4046 0.000
O 0.8126 -1.8297 1.6120 0.005
C -0.2344 -0.7875 -3.3326 0.001
F 0.4758 -1.9669 4.6231 0.000
C -4.5629 0.8566 -0.0939 0.001
```

Summary:
- HOMO level (spin up / spin down): -4.595 / -4.719 eV
- Spin multiplicity: 2
- Energy: -5795.75812 Ha
- LUMO (spin up / spin down): 4.19 / 4.19 eV
- Total charge: -2
- Kohn-Sham gap (spin up / spin down): 8.79 / 8.91 eV

[4]
Below is a molecular structure, C2H7NOSi, with properties calculated with ωB97M-V with the def2-TZVPD basis set.

XYZ file:
```
12
Properties=species:S:1:pos:R:3:lowdin_charge:R:1
H 1.4077 -1.3264 -2.0386 0.047
H -2.3435 1.0534 0.2435 -0.003
H -0.9084 -2.0143 0.5749 -0.020
C 2.1455 -0.7471 -1.4631 -0.057
Si -0.7192 -0.5864 0.3013 0.595
N 0.6463 0.2137 0.1493 -0.165
H 3.1509 -0.7651 -1.7552 0.010
H -2.9488 1.5534 2.3649 0.063
O -2.1792 0.1175 0.1036 -0.224
H 2.8396 0.3498 0.0791 0.102
C 1.8817 0.0115 -0.3921 -0.398
H -2.9726 2.1400 1.8326 0.048
```

Summary:
- HOMO level: -7.899 eV
- Energy: -499.82985 Ha
- LUMO: 0.38 eV
- Kohn-Sham gap: 8.28 eV

[5]
Below is a molecular structure, C4H7AuO3, with properties calculated with ωB97M-V with the def2-TZVPD basis set.

XYZ file:
```
15
Properties=species:S:1:pos:R:3:lowdin_spin:R:1
O -0.6174 1.5879 0.0864 0.643
H -3.2620 -0.5184 -0.3262 0.002
O -1.6533 -1.2669 0.5404 0.055
C -1.8914 1.1570 -0.0325 0.066
H -0.1615 -1.7511 -0.9827 0.014
H -2.3977 1.4781 -0.9775 0.021
Au 0.7290 0.4581 0.2056 0.701
C -0.2491 -1.4148 0.0580 0.279
H 4.4176 -0.2150 -0.1217 0.002
H 3.0186 -1.4874 -0.0281 0.004
C -2.2334 -0.2904 -0.0114 0.037
C 3.3373 -0.4319 -0.0927 0.023
O 2.5316 0.4779 -0.0160 0.114
H 0.0949 -2.2752 0.6488 0.015
H -2.5804 1.5532 0.7553 0.024
```

Summary:
- HOMO level (spin up / spin down): -17.477 / -20.386 eV
- Spin multiplicity: 3
- Energy: -517.00418 Ha
- LUMO (spin up / spin down): -10.27 / -12.73 eV
- Total charge: +2
- Kohn-Sham gap (spin up / spin down): 7.21 / 7.65 eV

[6]
Below is 2 unconnected molecules or ions with the total composition C5H9NO, with properties calculated with ωB97M-V with the def2-TZVPD basis set.

XYZ file:
```
16
Properties=species:S:1:pos:R:3:lowdin_charge:R:1
O -1.6367 1.8909 0.9872 0.165
H -0.5673 1.4311 -2.0884 0.064
H 0.2984 -0.2287 2.2162 0.082
C 0.2674 -0.6546 0.0750 -0.378
C -0.4049 -1.2062 -0.9318 0.012
C -0.0341 -0.9993 1.5134 -0.063
H 2.1034 0.4434 0.5330 0.116
N 0.5614 1.7425 0.0666 0.097
H -1.1024 -1.1704 1.6763 0.086
C -0.5603 1.7917 0.5346 -0.375
H -1.2926 -1.8083 -0.7601 0.073
H -0.9291 0.8133 -2.2783 0.057
H -0.1166 -1.0500 -1.9649 0.045
H 0.4979 -1.9231 1.7645 0.085
H 1.6578 0.4614 -1.1811 0.110
C 1.2578 0.4660 -0.1622 -0.177
```

Summary:
- HOMO level: -9.739 eV
- SMILES: C=C(C)CN=C=O.[H][H]
- Energy: -325.84733 Ha
- LUMO: 0.92 eV
- Kohn-Sham gap: 10.66 eV

Which ΔE to the lowest compared entry with this formula, charge and spin belongs to each record? In order, 0.698 3.479 0.000 2.393 0.000 2.455 eV.